This record from the OMol25 dataset describes a structure of composition C18H30N3O4S2Si2Ta. The level of theory is the ωB97M-V functional and the def2-TZVPD basis.

Geometry (Å):
1 Ta -0.277 -0.472 -0.185
2 O -2.480 1.082 -2.788
3 S -2.269 0.913 -1.407
4 O -3.116 1.457 -0.405
5 O -2.047 -0.638 -1.050
6 O -0.751 1.241 -1.032
7 C -0.777 -3.642 -2.046
8 Si 0.365 -2.456 -2.936
9 C -0.562 -1.521 -4.245
10 C 1.754 -3.455 -3.679
11 C 1.071 -1.238 -1.588
12 C 1.863 -1.924 -0.510
13 C 3.012 -2.698 -0.580
14 C 3.562 -3.165 0.602
15 C 2.978 -2.858 1.833
16 C 1.844 -2.087 1.846
17 N 1.308 -1.647 0.694
18 Si 2.119 0.267 -2.235
19 C 3.751 -0.297 -2.926
20 C 2.370 1.199 -0.610
21 C 1.231 1.260 -3.525
22 H -1.016 -4.464 -2.725
23 H -1.724 -3.166 -1.787
24 H -0.314 -4.092 -1.163
25 H -1.195 -2.234 -4.780
26 H 0.117 -1.083 -4.977
27 H -1.206 -0.732 -3.860
28 H 1.302 -4.079 -4.456
29 H 2.232 -4.134 -2.972
30 H 2.520 -2.849 -4.162
31 H 3.465 -2.916 -1.536
32 H 4.461 -3.768 0.573
33 H 3.409 -3.210 2.759
34 H 1.343 -1.795 2.760
35 H 4.400 -0.802 -2.210
36 H 4.283 0.596 -3.268
37 H 3.616 -0.938 -3.798
38 H 3.024 0.660 0.079
39 H 1.444 1.459 -0.068
40 H 2.826 2.174 -0.804
41 H 1.370 0.805 -4.507
42 H 1.701 2.247 -3.566
43 H 0.167 1.408 -3.362
44 C -4.923 0.003 3.845
45 C -3.801 -0.541 3.041
46 C -3.774 -1.779 2.443
47 C -2.688 -2.155 1.652
48 N -1.640 -1.317 1.494
49 C -1.642 -0.141 2.144
50 S -0.275 0.865 1.973
51 N -2.705 0.246 2.872
52 C -2.639 -3.500 1.034
53 H -5.716 -0.732 3.948
54 H -5.328 0.893 3.358
55 H -4.574 0.293 4.838
56 H -4.606 -2.456 2.568
57 H -2.686 1.179 3.271
58 H -3.596 -3.752 0.578
59 H -2.460 -4.229 1.831
60 H -1.844 -3.590 0.305

Properties
orbital gap	7.51	eV
E_LUMO	-0.284	Ha
E_tot	-2601.1563	hartree
net charge	+2
largest force on an atom	1.0	eV/Å
multiplicity	1

Atomic partial charges in e from the Mulliken method, atoms 1 to 6: Ta -0.075; O -0.517; S 0.984; O -0.554; O -0.538; O -0.560